No. 1
# C2H10N2O3

2 unconnected molecules or ions with the total composition C2H10N2O3 at a distorted geometry (the ωB97M-V functional and the def2-TZVPD basis, the Open Molecules 2025 dataset).

Calculated values
Structure (SMILES): OCNO.CNO
Kohn-Sham gap (eV): 10.0
E_HOMO (eV): -9.214

The geometry in ORCA input format:
```
! wB97M-V def2-TZVPD RIJCOSX def2/J DEFGRID3
* xyz 0 1
O 0.092 -1.746 -0.183
O -2.062 0.981 -0.261
O 2.335 -0.181 -0.151
N -0.881 0.551 0.426
N 1.271 0.017 -1.098
C -0.800 1.150 1.751
C 0.654 -1.328 -1.361
H -1.586 0.737 2.389
H -0.531 -0.812 0.212
H -0.008 0.792 -0.245
H -2.749 0.342 -0.026
H -0.913 2.236 1.715
H -0.081 -1.143 -2.163
H 0.177 0.902 2.164
H 1.736 0.385 -1.924
H 1.934 -0.833 0.457
H 1.412 -2.049 -1.704
*
```



No. 2
# C2H10N2O3

3 unconnected molecules or ions with the total composition C2H10N2O3 at a distorted geometry (the ωB97M-V functional and the def2-TZVPD basis, the Open Molecules 2025 dataset).

Calculated values
Structure (SMILES): NCNC=O.O.O
Kohn-Sham gap (eV): 10.2
E_HOMO (eV): -9.475

The geometry in ORCA input format:
```
! wB97M-V def2-TZVPD RIJCOSX def2/J DEFGRID3
* xyz 0 1
O -1.199 0.760 -0.025
O 2.549 0.624 -2.117
O 4.413 2.974 -0.345
N -1.440 -0.900 1.503
N -2.137 -2.406 -0.188
C -2.621 -1.458 0.819
C -0.815 0.169 0.970
H -2.777 -2.370 -0.971
H -0.038 0.661 1.569
H 3.545 2.647 -0.160
H -3.249 -2.061 1.473
H -1.504 -0.988 2.493
H -3.170 -0.604 0.428
H 1.750 0.617 -2.668
H 3.144 1.193 -2.608
H 4.782 3.399 0.419
H -1.232 -2.256 -0.594
*
```